{
  "formula": "C28H56O7",
  "method": "wB97M-V/def2-TZVPD",
  "homo_energy_ev": -8.95,
  "e_above_lowest_ev": 13.890,
  "elements": ["O", "O", "O", "O", "O", "O", "O", "C", "C", "C", "C", "C", "C", "C", "C", "C", "C", "C", "C", "C", "C", "C", "C", "C", "C", "C", "C", "C", "C", "C", "C", "C", "C", "C", "C", "H", "H", "H", "H", "H", "H", "H", "H", "H", "H", "H", "H", "H", "H", "H", "H", "H", "H", "H", "H", "H", "H", "H", "H", "H", "H", "H", "H", "H", "H", "H", "H", "H", "H", "H", "H", "H", "H", "H", "H", "H", "H", "H", "H", "H", "H", "H", "H", "H", "H", "H", "H", "H", "H", "H", "H"],
  "positions_angstrom": [[4.790, 0.054, -3.063], [0.791, 0.618, -0.238], [2.507, 1.363, 4.933], [-2.796, -0.734, 0.984], [-3.863, -0.179, -4.491], [-1.540, 2.636, 3.662], [0.581, -3.535, -1.683], [-3.908, 1.139, -4.493], [-0.565, 2.306, -1.022], [1.372, -2.106, -3.393], [-1.914, 2.886, 4.965], [-0.104, -2.511, -3.753], [1.600, 0.521, 4.327], [-3.734, 1.896, 3.842], [-0.126, 1.441, -2.180], [-3.502, 3.052, 4.886], [-1.809, -1.064, 0.132], [0.806, 0.332, -1.687], [1.306, 0.586, 6.720], [-2.721, 1.681, -5.294], [-0.362, -3.647, -2.789], [-0.272, 1.466, 0.177], [1.099, -0.258, 5.466], [4.811, -0.877, -1.015], [-2.563, -0.633, -4.662], [-0.576, -1.387, 0.927], [5.296, -1.933, -2.041], [-1.036, -1.354, 2.278], [-2.426, 1.621, 3.325], [-1.987, 0.413, -5.658], [5.317, -1.243, -3.380], [1.764, -3.024, -2.288], [4.931, 0.480, -1.694], [1.933, 1.905, 6.038], [-2.639, -1.429, 2.110], [2.561, -2.492, -1.629], [6.380, -2.244, -1.642], [-1.148, 0.846, 0.442], [4.914, -2.840, -1.933], [-1.704, 2.372, -0.995], [-1.587, -3.571, -2.506], [-0.850, 0.598, -5.781], [-2.653, -1.569, -5.001], [0.756, 1.123, 3.721], [-1.961, 2.231, -4.705], [-0.305, -4.709, -3.322], [5.077, -1.079, -0.064], [-2.076, 0.584, 3.659], [1.387, -1.235, -2.947], [3.694, -1.038, -0.748], [-0.548, -2.176, 3.075], [-0.871, -0.353, 2.811], [-3.132, -2.512, 2.028], [-4.007, 1.530, -3.382], [-1.499, -0.397, -0.720], [4.908, -1.609, -4.221], [-1.984, -1.942, -0.465], [-2.284, 0.134, -6.616], [-0.223, 1.947, 1.117], [2.499, 2.585, 6.695], [-0.710, -1.579, -3.770], [-3.278, 2.108, -6.092], [-0.280, -2.276, 0.579], [-4.098, 3.220, 5.822], [5.836, 0.856, -1.883], [2.104, 0.016, 3.331], [6.289, -1.048, -3.605], [1.247, 2.701, 5.811], [0.398, -0.560, -1.637], [0.601, 1.014, 7.323], [-4.514, 2.142, 3.294], [0.060, -0.456, 5.403], [-1.659, -0.698, -3.719], [2.094, -2.015, -4.207], [0.601, 2.050, -2.696], [0.201, -0.805, 0.624], [1.481, -1.337, 5.756], [2.227, -3.978, -2.634], [-2.652, 1.572, 2.206], [-4.201, 0.964, 4.267], [-3.067, -1.019, 3.039], [4.289, 1.338, -1.499], [-0.212, -2.923, -4.656], [2.024, 0.207, 7.474], [-1.612, 2.030, 5.580], [-0.793, 1.076, -2.926], [-5.023, 1.471, -4.790], [-1.458, 3.733, 5.523], [-3.390, 4.097, 4.159], [1.890, 0.172, -2.101], [-0.184, 3.279, -0.774]],
  "forces_ev_per_angstrom": [[-2.818, 0.604, -2.412], [2.453, 0.957, 0.480], [2.826, 1.575, -1.897], [-2.837, 2.887, -1.268], [0.075, -3.732, 0.611], [0.650, 0.617, -0.470], [-1.726, 0.848, -0.329], [-3.424, 4.659, 3.309], [-3.663, -0.732, 1.326], [-0.644, -3.458, -2.507], [-1.172, 0.586, 3.278], [2.229, 1.664, 2.578], [-0.041, 0.359, -4.877], [-1.253, -0.908, 6.348], [3.044, 1.074, -1.430], [2.607, 2.202, -2.465], [2.361, -1.027, -3.763], [1.553, 3.919, 2.822], [3.486, 2.236, -0.789], [0.000, -0.529, 1.438], [-3.413, -1.154, 0.649], [-1.291, -2.039, -0.688], [-1.180, -3.850, 2.912], [-4.037, -0.199, -1.705], [3.492, 3.811, 2.187], [-1.222, 0.481, -0.498], [4.456, 2.382, 2.094], [-0.547, -1.224, 5.783], [0.676, -2.553, -3.984], [1.768, -0.200, -0.075], [0.083, 2.544, 4.593], [2.312, -1.878, 0.183], [-1.388, -2.629, -1.408], [-0.855, -0.528, 2.343], [1.364, -3.553, 3.100], [-1.935, -1.103, -0.326], [-1.627, 1.042, -1.272], [0.475, 0.404, -0.505], [-2.770, -3.711, 0.095], [1.269, 0.438, -0.425], [3.459, -0.360, 0.179], [-1.725, -0.641, 0.819], [0.088, -3.644, -1.332], [1.258, -0.913, 1.810], [-1.235, 0.739, -0.435], [0.335, 2.132, 1.099], [2.303, -0.069, 3.089], [-0.172, 1.708, -0.209], [-0.286, 4.180, 1.270], [1.052, 0.384, -1.223], [-1.404, 1.952, -2.242], [0.080, -1.406, -0.969], [1.363, 1.752, 0.041], [0.944, -0.431, -1.580], [-1.354, 0.292, 1.128], [-2.251, -1.533, -2.521], [-1.100, -1.017, -0.049], [-0.545, -0.753, -1.819], [1.710, 1.053, 0.911], [1.410, -1.238, -0.165], [0.657, -1.583, 0.764], [0.892, 1.249, -1.079], [1.049, -4.001, -0.657], [0.625, -0.390, -1.111], [4.347, 1.662, 1.441], [-0.824, 0.655, 2.998], [3.201, 0.207, -0.921], [-1.713, -0.192, -0.870], [-2.205, -4.489, -0.757], [-3.149, 0.139, 1.131], [-2.918, 1.668, -3.759], [-1.276, -0.157, -0.463], [-4.018, 1.001, -1.758], [-0.120, -0.512, -0.113], [-0.092, 0.529, -0.919], [1.878, 1.816, 0.204], [-0.014, 2.094, -1.340], [0.467, 0.778, -0.234], [1.501, -0.079, 1.036], [0.765, 0.613, 0.484], [-0.392, 0.375, -0.783], [-0.619, -0.629, 0.227], [-0.071, -1.269, -3.918], [0.004, -0.161, -0.856], [-0.252, -0.371, 0.139], [-1.069, 0.029, -0.121], [2.516, -0.623, -0.313], [0.080, -0.092, -1.270], [-1.289, -2.575, 2.214], [-1.836, 1.275, 0.971], [0.607, 0.567, -1.210]],
  "mulliken_charge": [-0.521, -0.782, -0.461, -0.411, -0.509, -0.351, -0.398, -0.465, -0.731, 0.460, -0.479, -0.558, 0.463, -1.186, 0.339, -0.490, -0.761, 0.258, -0.601, -0.234, -0.378, 0.692, -0.445, 0.201, -0.020, -1.815, -0.866, 2.177, 1.005, -0.781, -0.555, -0.140, -0.647, -0.321, -0.926, -0.056, 0.277, -0.822, 0.602, 0.293, 0.140, 0.251, 0.753, -0.336, 0.203, 0.324, 0.638, -0.483, -1.084, -0.405, 0.285, -1.551, 0.249, 0.134, 0.362, 0.417, 0.367, 0.486, 0.868, 0.352, -0.770, 0.307, 0.852, 0.362, 0.439, 0.060, 0.375, 0.110, -0.146, 0.401, 0.558, 0.251, 0.353, 0.522, 0.574, 0.525, 0.249, 0.302, 0.075, 0.345, 0.401, 0.210, 0.812, 0.285, 0.159, -0.881, 0.283, 0.368, 0.178, 0.038, 0.377]
}

---

{
  "formula": "C24H39NO10",
  "method": "wB97M-V/def2-TZVPD",
  "homo_energy_ev": -9.76,
  "elements": ["O", "O", "O", "O", "O", "O", "O", "O", "O", "O", "N", "C", "C", "C", "C", "C", "C", "C", "C", "C", "C", "C", "C", "C", "C", "C", "C", "C", "C", "C", "C", "C", "C", "C", "C", "H", "H", "H", "H", "H", "H", "H", "H", "H", "H", "H", "H", "H", "H", "H", "H", "H", "H", "H", "H", "H", "H", "H", "H", "H", "H", "H", "H", "H", "H", "H", "H", "H", "H", "H", "H", "H", "H", "H"],
  "positions_angstrom": [[7.078, -1.676, -1.305], [0.056, 5.398, 3.493], [8.415, -2.763, -2.750], [-6.599, -3.391, -2.606], [2.259, -0.660, 3.006], [-1.474, -2.606, 2.577], [-1.921, 4.303, 3.605], [0.060, 3.313, 4.045], [-0.039, -1.606, 1.135], [-1.677, -0.405, 2.056], [0.795, 0.589, 1.606], [-1.259, 7.269, 4.358], [-6.879, -2.405, -1.626], [6.543, -0.892, -2.393], [-0.636, 6.608, 3.147], [9.341, -3.748, -0.008], [-6.109, -4.601, -2.065], [-0.645, 2.110, 4.368], [0.070, -0.263, 0.652], [-1.111, -1.644, 1.997], [-5.441, -0.284, -1.356], [2.152, -0.250, -0.815], [-0.721, 4.336, 3.707], [5.247, -0.249, -1.928], [7.903, -2.666, -1.661], [0.627, -0.157, -0.755], [-6.534, -1.007, -2.169], [-4.086, -0.364, -2.047], [-2.329, -0.574, -0.259], [-1.419, 0.143, 0.737], [-2.974, 0.377, -1.282], [8.142, -3.633, -0.555], [4.001, -1.028, -2.379], [1.598, -0.020, 2.304], [2.712, -0.206, -2.242], [9.476, -4.305, 0.908], [7.319, -4.261, -0.239], [-2.043, 6.645, 4.784], [-5.725, 0.761, -1.221], [-7.938, -2.451, -1.351], [-3.428, 1.201, -0.728], [-0.505, 7.436, 5.128], [4.138, -1.408, -3.391], [-7.447, -0.417, -2.176], [2.566, 0.588, -0.256], [-3.131, -1.078, 0.273], [-1.326, 1.829, 3.570], [2.467, -1.153, -0.287], [-1.695, 8.228, 4.079], [-4.147, -0.055, -3.089], [5.179, 0.772, -2.305], [-6.309, -2.604, -0.713], [0.126, 7.252, 2.712], [-5.282, -4.427, -1.374], [-3.799, -1.422, -2.069], [10.211, -3.288, -0.455], [3.931, -1.905, -1.730], [-2.226, 0.748, -1.981], [-6.908, -5.152, -1.560], [-1.739, -1.289, -0.826], [-1.379, 6.398, 2.378], [6.347, -1.545, -3.240], [0.311, 0.810, -1.150], [-1.473, 1.227, 0.700], [-1.190, 2.236, 5.303], [1.975, -0.514, -2.983], [-6.180, -1.151, -3.188], [-5.370, -0.724, -0.361], [-5.758, -5.209, -2.896], [0.107, 1.336, 4.489], [7.283, -0.148, -2.678], [5.236, -0.194, -0.839], [0.192, -0.942, -1.369], [2.988, 0.827, -2.459]],
  "forces_ev_per_angstrom": [[-0.475, -0.307, -0.063], [0.020, -0.035, -0.002], [-0.195, 0.185, 0.040], [0.372, 0.017, 0.071], [0.425, 0.459, 0.105], [0.140, -0.038, 0.128], [-0.016, -0.005, -0.015], [0.029, -0.004, 0.008], [0.221, -0.129, 0.096], [-0.411, -0.291, -0.282], [0.722, -0.463, -0.055], [0.001, -0.147, 0.147], [-0.057, 0.162, -0.149], [-0.069, 0.298, 0.284], [-0.102, 0.290, -0.092], [-0.051, -0.078, 0.024], [-0.360, -0.011, -0.233], [-0.024, -0.157, 0.036], [-1.305, 0.643, -0.560], [0.096, 0.378, 0.104], [-0.229, 0.120, -0.525], [-0.219, 0.156, 0.048], [0.063, -0.009, -0.022], [-0.321, -0.172, -0.130], [0.548, -0.457, -0.529], [0.649, -0.130, 0.213], [0.000, -0.356, 0.642], [0.447, -0.359, 0.420], [0.168, 1.018, -0.778], [0.793, -0.385, 0.263], [-0.411, -0.522, 0.177], [0.125, 0.009, 0.114], [0.081, -0.054, 0.355], [-0.702, -0.298, -0.006], [0.520, -0.129, 0.236], [0.130, -0.365, -0.189], [-0.240, 0.412, 0.322], [-0.032, 0.002, -0.060], [0.079, 0.085, 0.021], [-0.049, -0.103, 0.007], [0.148, 0.293, -0.180], [0.025, 0.069, -0.042], [-0.029, 0.191, -0.139], [0.017, 0.141, -0.192], [0.048, -0.004, 0.109], [0.088, -0.160, 0.186], [-0.042, 0.040, 0.015], [0.044, -0.144, -0.136], [0.019, 0.010, -0.020], [-0.132, 0.240, 0.002], [0.106, 0.049, -0.071], [0.110, -0.077, 0.000], [0.089, -0.092, 0.020], [0.038, 0.007, 0.082], [-0.029, -0.065, -0.241], [-0.031, 0.367, 0.192], [-0.095, -0.198, -0.161], [0.081, 0.221, 0.075], [0.048, -0.037, 0.165], [-0.199, -0.395, 0.163], [-0.036, -0.096, 0.060], [0.220, -0.060, -0.110], [-0.087, 0.031, -0.060], [-0.407, 0.043, 0.471], [-0.067, 0.021, -0.043], [-0.099, -0.125, 0.050], [-0.178, 0.107, -0.181], [-0.014, 0.075, 0.127], [0.034, 0.009, -0.043], [0.074, 0.075, 0.011], [0.100, -0.021, -0.053], [0.164, 0.169, 0.055], [-0.084, -0.026, -0.039], [-0.286, 0.112, -0.243]],
  "mulliken_charge": [-0.266, -0.366, -0.533, -0.374, -0.461, -0.550, -0.568, -0.345, -0.510, -0.562, -0.701, -1.099, -0.569, -0.638, -0.177, -0.684, -0.685, -0.515, 1.606, 0.511, -0.661, -1.118, 0.780, -0.511, 0.599, -0.773, -0.679, -0.802, -1.333, -0.338, -0.618, -0.227, -0.770, 0.663, -0.726, 0.265, 0.315, 0.315, 0.383, 0.340, 0.457, 0.293, 0.523, 0.345, 0.308, 0.539, 0.183, 0.490, 0.355, 0.477, 0.443, 0.369, 0.289, 0.290, 0.276, 0.268, 0.310, 0.242, 0.287, 0.390, 0.305, 0.381, 0.424, 0.790, 0.409, 0.368, 0.394, 0.305, 0.247, 0.144, 0.339, 0.221, 0.490, 0.427]
}

---

{
  "formula": "C5H9ClN2",
  "method": "wB97M-V/def2-TZVPD",
  "homo_energy_ev": -7.89,
  "e_above_lowest_ev": 4.247,
  "elements": ["Cl", "N", "N", "C", "C", "C", "C", "C", "H", "H", "H", "H", "H", "H", "H", "H", "H"],
  "positions_angstrom": [[2.337, 1.172, 0.597], [-1.944, -1.263, -1.930], [1.236, -0.121, 0.124], [-1.454, -0.365, -1.317], [0.922, -1.061, 0.925], [1.241, -1.197, 2.312], [-1.149, 0.748, -0.693], [-0.836, 1.985, -1.480], [-0.800, 0.723, 0.402], [0.487, -1.771, 2.724], [-0.972, 1.752, -2.654], [1.238, -0.317, 2.868], [0.145, -1.681, 0.572], [-1.388, 2.883, -1.257], [0.248, 2.108, -1.376], [2.189, -1.646, 2.672], [-1.501, -1.947, -2.489]],
  "forces_ev_per_angstrom": [[-0.404, -1.016, 0.442], [-2.037, -1.067, -0.471], [0.608, -0.491, -0.631], [0.580, 1.939, 1.038], [1.426, 2.474, -0.757], [1.921, -1.013, 1.565], [-0.003, -0.067, 1.734], [0.666, -1.289, -3.127], [-1.094, 0.038, -2.020], [-1.511, -1.454, 1.122], [0.103, 0.614, 2.602], [-0.122, 2.068, 0.476], [-0.617, -0.862, -0.941], [-0.157, 0.192, 0.337], [-0.157, 0.611, -0.012], [-0.218, -0.106, -0.982], [1.015, -0.571, -0.373]],
  "mulliken_charge": [-0.145, -0.499, -0.383, 0.336, 0.366, -1.327, -0.179, -0.926, 0.313, 0.364, 0.243, 0.395, 0.332, 0.304, 0.218, 0.328, 0.259]
}

---

{
  "formula": "CBeF4O3P",
  "method": "wB97M-V/def2-TZVPD",
  "homo_energy_ev": -16.09,
  "e_above_lowest_ev": 1.417,
  "charge": 1,
  "elements": ["P", "F", "F", "F", "F", "O", "O", "O", "C", "Be"],
  "positions_angstrom": [[0.903, -0.030, -0.016], [1.453, 0.837, 1.236], [1.411, -0.929, -1.207], [1.739, 1.291, -0.929], [0.915, -1.296, 0.950], [-1.139, -1.473, 0.569], [-3.142, -0.411, 0.126], [-0.450, 0.693, -0.419], [-2.025, -0.700, 0.281], [0.335, 2.019, -0.590]],
  "forces_ev_per_angstrom": [[0.973, -4.350, 1.890], [-0.514, -0.257, -1.488], [-0.535, 1.437, 1.123], [-0.935, 1.815, 0.026], [1.600, 2.132, -1.077], [-3.411, 2.877, -1.391], [1.532, 1.663, -0.377], [2.265, 1.786, 0.466], [-1.410, -5.697, 1.691], [0.435, -1.406, -0.864]],
  "mulliken_charge": [1.404, -0.221, -0.204, -0.242, -0.169, -0.424, -0.294, -0.129, 0.790, 0.489]
}